# 1
{"formula": "C10H15Br2N4O2PtS", "method": "ωB97M-V/def2-TZVPD", "de_lowest_kcal_mol": 41.5, "spin_multiplicity": 1, "total_charge": 1, "homo_ha": -0.43266, "species": ["Pt", "Br", "C", "Br", "H", "H", "N", "N", "C", "O", "O", "H", "H", "H", "N", "C", "S", "N", "C", "C", "C", "C", "C", "C", "H", "H", "H", "H", "H", "H", "H", "H", "C", "H", "H"], "positions_angstrom": [[1.95493, -1.34465, -0.76518], [3.04197, -1.45614, 2.76680], [4.69656, -1.50330, 1.82022], [4.56586, -1.17535, -0.10422], [5.13334, -2.48599, 1.93729], [5.34079, -0.72524, 2.20888], [1.86340, -0.88710, -3.29798], [0.48163, -0.85762, -3.47877], [-0.41904, -1.14024, -2.46244], [-1.60273, -1.16276, -2.70924], [0.02013, -1.28511, -1.22092], [2.29147, 0.00994, -3.49807], [2.29407, -1.60371, -3.86998], [0.10856, -0.97640, -4.40794], [0.57129, 1.77485, 1.80524], [0.43579, 1.37277, 0.54738], [1.89947, 1.07337, -0.34774], [-0.75561, 1.26677, -0.01571], [-2.03339, 1.42725, 0.60858], [-2.31778, 2.52454, 1.41076], [-3.57750, 2.63435, 1.98402], [-4.54370, 1.67082, 1.74026], [-4.25833, 0.60116, 0.90216], [-3.00300, 0.47274, 0.33130], [1.49589, 1.79441, 2.19927], [-0.23010, 1.90696, 2.40408], [-0.75824, 0.76331, -0.89388], [-1.59714, 3.32258, 1.53806], [-3.80663, 3.49107, 2.60309], [-5.52316, 1.76141, 2.18932], [-5.01707, -0.13913, 0.68794], [-2.77240, -0.35389, -0.33144], [1.99252, -3.19507, -0.77079], [2.85115, -3.74877, -0.38690], [1.17701, -3.82784, -1.12344]], "forces_ev_per_angstrom": [[0.8, 0.5, 0.0], [0.0, 0.0, -0.1], [0.0, 0.0, 0.3], [-0.8, -0.2, -0.1], [0.0, 0.0, -0.1], [0.0, 0.0, -0.1], [0.2, 0.1, -0.1], [0.1, -0.1, 0.2], [0.0, 0.1, -0.1], [-0.1, 0.0, 0.0], [0.1, -0.4, 0.0], [-0.2, 0.1, -0.1], [0.0, 0.0, 0.1], [0.0, 0.2, 0.0], [-0.1, 0.0, 0.0], [0.0, -0.1, 0.0], [0.1, 0.1, 0.0], [0.1, -0.2, 0.0], [0.0, 0.0, 0.0], [0.0, 0.1, -0.1], [0.0, 0.0, 0.0], [0.0, 0.0, 0.0], [0.0, 0.0, 0.0], [0.0, -0.1, 0.0], [0.0, 0.0, 0.0], [0.0, 0.0, 0.0], [0.0, 0.1, 0.0], [0.0, 0.0, 0.0], [0.0, 0.0, 0.0], [0.0, 0.0, 0.0], [0.0, 0.0, 0.0], [0.0, 0.0, 0.0], [-0.1, -0.1, 0.1], [0.0, -0.1, -0.1], [-0.1, 0.0, 0.1]], "nbo_charge": [0.864, 0.110, -0.525, 0.164, 0.244, 0.249, -0.680, -0.509, 0.848, -0.626, -0.738, 0.381, 0.374, 0.404, -0.758, 0.395, -0.308, -0.561, 0.181, -0.288, -0.185, -0.196, -0.177, -0.242, 0.430, 0.424, 0.444, 0.225, 0.229, 0.230, 0.231, 0.250, -0.234, 0.169, 0.184]}

# 2
{"formula": "C2H4ClOP", "method": "ωB97M-V/def2-TZVPD", "de_lowest_kcal_mol": 107.6, "spin_multiplicity": 1, "homo_ha": [-0.27357, -0.23830], "species": ["C", "C", "O", "P", "Cl", "H", "H", "H", "H"], "positions_angstrom": [[-0.09104, -0.56298, -1.32277], [0.95291, -0.39555, -0.30876], [-0.92369, 2.27400, 2.87515], [-0.85812, 0.79088, 2.68390], [0.75846, 0.75152, 1.01396], [-0.33221, 0.51457, -1.84069], [0.08928, -1.32695, -2.08681], [-1.02000, -0.78778, -0.95712], [1.42441, -1.25772, -0.05686]], "forces_ev_per_angstrom": [[0.3, 4.0, -2.2], [-0.3, 2.2, -0.1], [0.1, -1.7, -0.1], [-0.5, 1.7, 0.7], [0.2, -1.0, -1.9], [0.7, -2.5, 0.7], [0.6, 0.4, 0.2], [-2.7, -0.9, 1.3], [1.5, -2.2, 1.5]], "nbo_charge": [-0.659, -0.394, -0.943, 1.103, 0.090, 0.193, 0.238, 0.197, 0.175]}